(1)
Below is C4H3O5Tb as an isolated structure, with properties calculated with the ωB97M-V functional and the def2-TZVPD basis.

Properties
- LUMO (alpha / beta) (eV) = -5.509 / -5.613
- relative energy (zero: lowest compared OMol25 entry of this formula, charge and spin) (kJ/mol) = 64.1
- total charge = +1
- spin multiplicity = 8
- orbital gap (alpha / beta) (eV) = 7.3 / 7.2
- highest occupied orbital energy (alpha / beta) (eV) = -12.84 / -12.84
- energy (eV) = -36859.616

Atoms and positions in Å:
Tb: -1.070 -0.708 -1.856
C: -2.052 1.033 -0.403
H: 0.877 -0.253 2.652
O: -3.061 1.252 0.194
O: 0.146 1.821 1.486
H: 2.578 0.263 2.624
C: 1.698 0.067 1.996
C: 1.267 -1.036 -0.033
O: 0.728 -2.076 -0.448
O: 1.986 -0.979 1.076
H: 2.055 1.945 0.781
O: 0.888 0.105 -0.491
C: 1.281 1.336 1.288

=====

(2)
Below is an isolated molecule of C4H3PS, with properties calculated with the ωB97M-V functional and the def2-TZVPD basis.

Properties
- LUMO (alpha / beta) (eV) = -2.128 / -2.123
- relative energy (zero: lowest compared OMol25 entry of this formula, charge and spin) (kJ/mol) = 57.6
- total charge = 0
- orbital gap (alpha / beta) (eV) = 6.6 / 6.6
- SMILES = C=CP=C=C=S
- highest occupied orbital energy (alpha / beta) (eV) = -8.76 / -8.77
- energy (eV) = -24316.152

Atoms and positions in Å:
C: 1.672 -0.555 -1.524
H: -1.709 0.197 1.875
H: -1.024 -1.250 2.033
C: 1.104 0.497 -1.958
C: -0.879 -0.292 1.554
C: -0.078 0.031 0.567
P: 0.986 -1.332 -0.086
S: 0.250 1.803 -2.394
H: -0.323 0.902 -0.067

=====

(3)
Below is C4H4 as an isolated structure, with properties calculated with the ωB97M-V functional and the def2-TZVPD basis.

Properties
- LUMO (eV) = 0.666
- relative energy (zero: lowest compared OMol25 entry of this formula, charge and spin) (kJ/mol) = 338.2
- total charge = 0
- orbital gap (eV) = 10.0
- highest occupied orbital energy (eV) = -9.31
- energy (eV) = -4206.654

Atoms and positions in Å:
H: 0.761 1.566 0.333
C: 0.755 0.490 0.520
H: -1.452 -0.622 0.504
C: 0.798 -0.516 -0.437
H: -1.136 0.441 -0.840
C: -0.794 -0.369 -0.361
H: 1.047 0.297 1.526
C: 0.021 -1.288 -1.245